42
Properties=species:S:1:pos:R:3:forces:R:3:lowdin_charge:R:1 method="wB97M-V/def2-TZVPD" total_charge=+1 total_energy_ha=-3812.0031 relative_energy_kj_mol=86.8 lumo_ev=-4.958 orbital_gap_ev=6.17 homo_ev=-11.13
Au -1.856518 -0.140949 2.153192 0.222 -0.368 0.487 1.195
Br -5.224423 0.199522 2.336285 -0.053 0.018 0.019 0.828
O -0.235217 -1.637044 5.767534 0.029 0.012 -0.087 0.091
O -0.256948 -0.675618 3.729391 0.053 0.375 0.086 -0.135
N 1.556339 1.407426 -3.758808 0.062 0.001 -0.068 0.191
N -0.667713 0.345873 0.612156 0.256 -0.223 -0.143 -0.139
N 3.324217 0.636675 -2.631739 -0.021 -0.018 -0.025 0.175
N -3.005847 -0.672162 3.756986 -0.018 -0.182 0.051 -0.099
C -5.075469 -1.097295 4.846827 0.006 -0.016 0.049 -0.078
C -2.533636 -1.780522 1.100408 -0.275 0.354 -0.273 -0.082
C 1.981897 0.915336 -2.626631 -0.008 -0.008 0.069 -0.287
C 2.670143 1.460914 -4.569861 -0.083 0.045 0.008 -0.215
C 5.061370 0.928834 -4.456673 -0.044 -0.025 0.049 -0.012
C 4.040839 1.869022 -6.460248 0.050 -0.011 0.000 -0.073
C 1.099615 0.704247 -1.485933 0.039 0.005 -0.036 -0.094
C -0.251388 1.044074 -1.615956 0.016 0.041 -0.017 0.029
C -2.326406 -1.200245 4.801679 -0.002 0.143 -0.015 -0.137
C 0.630448 0.012241 0.758955 -0.030 0.132 -0.028 -0.079
C 2.793937 1.916149 -5.887836 -0.044 0.005 0.015 -0.004
C -4.386302 -1.667599 5.908945 -0.028 0.005 0.017 0.003
C 3.791143 0.980796 -3.880698 0.066 -0.011 0.031 -0.181
C -4.346965 -0.609106 3.785334 0.099 -0.003 -0.005 -0.721
C 1.531087 0.184288 -0.266249 0.013 0.021 0.004 0.030
C -1.102184 0.850508 -0.561034 0.004 0.024 0.073 -0.086
C -3.003689 -1.709044 5.890683 -0.018 0.009 0.021 0.032
C -0.773580 -1.177947 4.785228 -0.180 -0.012 -0.071 -0.619
C 5.160076 1.380941 -5.751502 -0.016 0.023 -0.053 -0.071
H -0.606941 1.458194 -2.548284 -0.008 -0.005 0.004 0.126
H 1.931426 2.292919 -6.420257 0.009 -0.009 -0.006 0.117
H -2.150198 1.107086 -0.620047 -0.011 -0.044 -0.002 0.124
H -2.803598 -2.478171 1.884991 -0.029 -0.053 -0.060 0.033
H 3.871082 0.246099 -1.885751 0.011 0.007 0.008 0.157
H -4.936244 -2.063122 6.752592 0.000 -0.002 -0.004 0.129
H -1.665849 -2.089339 0.528743 -0.053 -0.088 -0.027 0.030
H 0.919357 -0.380181 1.727591 -0.022 -0.023 -0.017 0.111
H 2.560777 -0.092539 -0.091110 -0.006 -0.004 0.007 0.122
H 4.176320 2.213467 -7.476357 0.008 -0.001 0.004 0.107
H -6.152586 -1.027995 4.838713 0.002 0.008 -0.009 0.115
H -3.370891 -1.460666 0.490647 -0.003 -0.133 -0.038 0.007
H 5.922679 0.554246 -3.920316 -0.001 0.011 0.004 0.113
H 6.124252 1.365793 -6.241753 -0.010 -0.005 -0.010 0.109
H -2.414412 -2.115105 6.700161 0.016 0.003 -0.010 0.135



52
Properties=species:S:1:pos:R:3:forces:R:3:lowdin_charge:R:1 method="wB97M-V/def2-TZVPD" total_charge=-2 total_energy_ha=-2789.0290 relative_energy_kj_mol=282.5 lumo_ev=3.567 orbital_gap_ev=6.46 homo_ev=-2.89
Cs -1.208555 -1.621069 0.955063 2.781 -0.789 -0.444 1.832
Cl -1.701049 0.905120 -3.501496 -0.036 0.147 -0.022 0.662
Cl -0.272109 -3.096009 -6.825281 0.023 -0.022 -0.145 0.580
F 4.630181 -1.974195 0.008082 0.004 -0.024 0.052 0.061
F 3.385816 -3.079063 1.609415 0.174 0.042 -0.031 0.072
F 5.552957 -3.747837 1.163522 -0.059 0.080 0.004 0.051
F 5.167526 -1.746023 2.242481 -0.036 -0.073 -0.074 0.056
O 1.318317 4.511011 -1.732178 -0.073 -0.031 0.126 -0.064
O -3.027671 -2.885822 2.018901 -1.718 -1.344 1.082 -0.316
O -1.733171 4.330583 4.129541 0.122 0.000 -0.018 -0.061
O -0.441241 -5.073079 -1.827918 -0.009 0.093 -0.051 0.020
O -4.658110 -1.886447 3.036679 0.409 0.028 -0.207 -0.036
O -2.779658 -0.864965 2.700238 -1.293 0.894 1.586 -0.318
O -1.498351 -1.164032 -1.424717 -0.306 0.273 -2.186 -0.411
N 0.917286 -0.113704 0.085858 0.828 0.480 -0.129 -0.020
N -3.496105 -1.883717 2.590977 -1.450 -0.184 0.745 -0.671
N 0.371897 0.058566 2.682820 0.415 0.139 0.301 0.027
C -0.613797 -2.535216 -5.202077 -0.025 -0.013 0.064 -0.687
C -1.197008 -1.593997 -2.567117 -0.079 -0.039 -0.305 -0.463
C 0.064377 1.110878 1.924613 -0.054 0.390 0.332 -0.272
C -1.327184 2.014770 3.651802 0.034 0.017 0.131 -0.198
C 1.456148 -0.232512 -1.114388 0.155 0.031 -0.169 -0.106
C -0.657650 -3.879467 -1.727124 -0.044 -0.090 0.205 -0.235
C -0.516826 -3.390804 -4.136861 0.021 0.002 0.081 -0.067
C 1.766428 0.856907 -1.909807 -0.027 0.088 0.084 -0.008
C -0.786707 2.113020 2.376080 0.035 0.002 -0.070 0.048
C -0.129800 -0.025668 3.898953 0.007 0.131 0.207 -0.142
C -0.983499 -1.198688 -5.011776 0.014 -0.111 0.097 -0.156
C -1.253475 -0.757208 -3.745511 0.075 -0.018 0.037 -0.581
C 0.653100 1.097988 0.560752 0.317 0.061 -0.386 -0.237
C 0.939492 2.254973 -0.160724 -0.143 0.084 0.071 0.050
C -2.320241 3.028453 4.139531 -0.105 -0.085 0.009 -0.207
C 1.896477 3.319560 -2.247494 0.054 -0.044 -0.065 -0.212
C -0.976355 0.931763 4.439800 -0.002 0.104 -0.118 -0.017
C -0.786639 -2.946038 -2.838938 -0.035 0.245 -0.303 -0.128
C 1.507686 2.129265 -1.417870 -0.005 -0.048 -0.013 -0.195
B 4.676333 -2.636270 1.256228 -0.008 -0.019 0.037 -1.228
H 0.148457 -0.907316 4.467964 -0.011 0.020 0.004 0.120
H 1.655219 -1.243897 -1.453650 0.019 0.024 0.002 0.129
H -1.060115 -0.528161 -5.856913 0.012 0.031 0.014 0.093
H 0.735433 3.237255 0.243827 0.009 -0.026 0.021 0.113
H 2.991424 3.396671 -2.245178 -0.019 0.026 -0.022 0.126
H 1.455473 5.213197 -2.369114 0.041 0.052 -0.069 0.077
H -1.055303 2.947734 1.740480 0.011 -0.036 -0.041 0.126
H 1.575174 3.144851 -3.280010 -0.022 0.008 0.016 0.122
H -3.197983 2.999890 3.483541 0.001 0.027 0.022 0.128
H -2.644650 2.759738 5.149627 0.012 -0.008 -0.011 0.114
H -0.220982 -4.424100 -4.268371 -0.003 -0.001 -0.010 0.113
H -0.776055 -3.407997 -0.733091 0.089 -0.473 -0.411 0.014
H -2.371794 4.947818 4.493721 -0.065 0.025 -0.028 0.074
H 2.206614 0.718934 -2.890200 -0.012 -0.046 0.005 0.120
H -1.379754 0.814353 5.437298 -0.020 -0.022 -0.009 0.111



40
Properties=species:S:1:pos:R:3:forces:R:3:lowdin_charge:R:1 method="wB97M-V/def2-TZVPD" total_energy_ha=-1933.8893 smiles="O=C(NCc1ccco1)c1ccc(COc2cc(Cl)ccc2Cl)cc1" lumo_ev=0.601 orbital_gap_ev=9.37 homo_ev=-8.77
Cl 5.163107 3.319726 -0.705976 0.097 0.188 -0.120 0.680
Cl 2.727246 -1.490355 2.367621 -0.074 -0.081 0.152 0.752
O -2.625356 -2.275813 1.084426 0.023 -0.216 0.201 0.075
O 4.125802 -1.639927 -0.207409 0.358 0.187 0.185 -0.065
O -3.980347 1.557688 1.144666 0.276 -0.470 0.196 0.056
N -2.996354 -0.720882 -0.507327 -0.117 0.239 -0.206 0.080
C 4.492476 1.983944 0.158010 -0.161 -0.240 0.150 -0.672
C -0.106926 -0.500468 -0.737978 -0.146 -0.068 0.055 -0.016
C 4.569063 0.715982 -0.391334 -0.007 -0.126 0.050 -0.037
C -4.377835 -0.484137 -0.141608 0.076 0.092 0.329 -0.090
C -0.107323 -2.835222 -0.181724 -0.124 0.025 0.028 -0.004
C 1.217554 -0.598600 -1.123094 0.073 -0.093 -0.116 -0.025
C 3.355419 1.117142 2.071695 0.031 -0.101 -0.119 -0.089
C -5.414379 1.874935 -0.523279 0.320 -0.561 0.234 -0.029
C 1.885203 -1.815771 -1.056843 0.101 0.043 -0.058 -0.208
C 3.354536 -1.891787 -1.381682 -0.307 -0.056 -0.136 -0.128
C -5.238414 3.103053 0.160503 0.353 0.101 0.466 -0.066
C 3.418480 -0.156204 1.528568 0.144 -0.060 -0.267 -0.584
C -2.204959 -1.577038 0.184758 -0.035 0.067 -0.208 -0.451
C -4.629183 0.963115 0.120633 -0.586 -0.024 -0.751 -0.272
C 3.887657 2.194301 1.387422 0.055 0.029 -0.087 -0.106
C -0.784180 -1.622813 -0.273256 0.348 -0.068 0.069 -0.130
C 1.213236 -2.931669 -0.573245 -0.023 0.104 -0.083 -0.027
C 4.032733 -0.371019 0.290773 -0.100 0.187 0.254 -0.321
C -4.354276 2.846348 1.160828 -0.483 0.723 -0.335 -0.121
H -5.049640 -0.824796 -0.936518 0.009 0.066 0.174 0.133
H 3.641269 -2.899138 -1.689268 -0.036 0.141 -0.038 0.133
H 2.877555 1.261845 3.027244 -0.050 -0.011 0.094 0.109
H -4.550441 -1.080732 0.760583 -0.080 0.049 -0.199 0.131
H 3.834428 3.187441 1.803261 0.009 0.094 0.024 0.106
H 1.739287 0.281761 -1.471931 0.051 0.072 -0.036 0.118
H -2.612854 -0.177402 -1.263369 0.049 -0.113 0.064 0.137
H -0.593898 0.463960 -0.768703 -0.066 0.079 0.001 0.114
H 3.614752 -1.178765 -2.174163 0.016 -0.100 0.083 0.126
H -0.634866 -3.692196 0.208529 -0.050 -0.068 0.045 0.121
H 1.735011 -3.873571 -0.492706 0.055 -0.118 0.009 0.121
H 5.054398 0.562448 -1.342928 0.054 -0.015 -0.079 0.121
H -6.044434 1.694075 -1.369955 -0.110 -0.128 -0.191 0.107
H -5.704823 4.039510 -0.065938 -0.054 0.234 0.022 0.099
H -3.928722 3.471021 1.920729 0.109 -0.002 0.141 0.119



48
Properties=species:S:1:pos:R:3:forces:R:3:lowdin_charge:R:1 method="wB97M-V/def2-TZVPD" total_charge=+1 total_energy_ha=-4298.6147 relative_energy_kj_mol=0.0 lumo_ev=-3.205 orbital_gap_ev=7.23 homo_ev=-10.43
Pt -0.975531 0.565933 0.481764 0.047 0.022 0.022 0.909
Cl 3.550034 -4.572017 -0.791472 0.003 -0.003 -0.009 0.710
Cl 0.340896 -0.754000 2.933522 0.014 0.025 -0.017 0.691
Cl 1.921632 -3.109360 4.120891 -0.003 0.005 -0.004 0.707
Cl 1.933294 -2.210374 -2.019373 0.007 0.002 -0.002 0.747
Cl 3.535236 -5.036020 2.292495 -0.001 -0.002 0.001 0.699
S -2.499788 -1.159385 0.446695 -0.022 -0.018 -0.056 0.660
S -4.266913 3.488682 1.563819 0.016 0.015 -0.015 1.122
O 0.489930 -0.655886 -0.152448 -0.013 0.105 0.014 -0.407
N -3.532562 -2.560312 -1.504254 0.057 -0.009 -0.007 -0.031
N -1.393370 -1.756204 -1.917338 -0.014 0.028 -0.067 -0.007
N 0.511007 4.335754 1.160503 0.010 -0.021 0.008 0.201
N -2.320546 1.998655 0.969338 0.017 -0.018 -0.044 -0.184
N 0.264199 2.205587 0.645964 -0.041 -0.055 -0.028 0.005
C -1.788364 3.259045 1.195139 -0.009 0.001 -0.007 -0.283
C -0.348635 3.309993 1.013479 0.011 0.040 0.003 -0.251
C -3.520111 -3.742375 -2.368840 -0.012 -0.029 0.021 -0.053
C 2.703572 1.714284 0.176322 0.011 -0.008 0.006 0.018
C 1.911944 -2.876875 2.419455 -0.014 0.003 -0.002 -0.697
C 1.781713 3.853945 0.866995 -0.017 -0.006 -0.020 -0.163
C 2.640028 -3.740658 1.609008 -0.002 0.013 -0.033 -0.715
C 3.027622 4.471339 0.860166 0.001 0.000 -0.002 -0.003
C 1.614042 2.505566 0.537355 0.010 0.014 0.025 -0.178
C 1.178762 -1.824408 1.867231 0.053 -0.061 0.063 -0.598
C 2.641831 -3.534962 0.229294 -0.014 0.004 0.054 -0.703
C 1.141404 -1.618398 0.482768 -0.023 -0.017 -0.070 -0.460
C -1.363337 -1.981576 -3.357050 0.053 0.049 -0.046 -0.059
C -3.615256 1.985775 1.126080 -0.006 -0.011 0.041 -0.427
C -2.710468 4.193482 1.527736 -0.015 -0.006 0.018 -0.296
C 4.099071 3.678784 0.507997 0.000 0.005 0.004 -0.062
C 3.939004 2.323323 0.170568 -0.005 -0.002 -0.006 -0.054
C 1.907506 -2.491840 -0.312953 0.007 -0.016 0.011 -0.591
C -2.446683 -1.862806 -1.139977 -0.114 -0.046 0.139 -0.735
H -0.569549 -1.332750 -1.484921 0.035 0.000 0.014 0.049
H 0.279262 5.272967 1.441428 0.002 0.000 0.003 0.177
H 3.152818 5.514276 1.116779 0.000 0.001 0.000 0.118
H -2.622616 -4.335330 -2.192360 -0.012 0.022 -0.007 0.099
H -4.290352 -2.503522 -0.843071 -0.009 0.021 -0.023 0.112
H 5.090135 4.110775 0.488670 0.000 0.001 0.000 0.113
H -2.561985 5.237302 1.748486 -0.002 0.000 0.003 0.091
H 4.811957 1.746431 -0.102147 0.000 0.000 -0.001 0.114
H -1.149043 -3.018139 -3.610529 0.007 0.004 -0.007 0.088
H -4.210337 1.094906 0.994912 0.011 -0.006 -0.011 0.068
H -2.309048 -1.679160 -3.803344 0.016 0.002 0.006 0.093
H -0.574008 -1.356599 -3.767634 -0.012 -0.024 0.012 0.088
H -3.584855 -3.482937 -3.422461 -0.018 -0.019 0.011 0.079
H 2.571143 0.677063 -0.093002 -0.012 -0.008 0.001 0.104
H -4.384689 -4.347962 -2.111678 0.005 0.002 0.003 0.095



51
Properties=species:S:1:pos:R:3:forces:R:3:lowdin_charge:R:1 method="wB97M-V/def2-TZVPD" total_charge=+1 total_energy_ha=-2705.8755 relative_energy_kj_mol=151.0 lumo_ev=-4.679 orbital_gap_ev=6.15 homo_ev=-10.83
Pb 0.724940 1.791289 -1.279672 -0.520 -0.455 0.477 1.258
S 0.245765 4.200540 -1.262996 0.206 0.530 0.311 0.649
S 0.548537 0.262974 2.002191 -0.252 0.208 0.189 0.630
F -0.324095 1.947066 -4.029857 -0.014 0.091 -0.053 0.093
F 0.862750 0.146269 -3.908759 -0.011 -0.042 -0.021 0.092
F 1.842973 2.065613 -3.992174 0.079 0.082 -0.014 0.106
O -6.324321 1.538523 0.326911 -0.006 -0.028 -0.008 0.095
O 1.362200 -2.208752 -1.555914 0.076 -0.159 0.067 0.141
O 1.333058 0.888602 3.014599 -0.031 -0.011 -0.057 -0.243
O -0.822084 0.627471 1.783746 0.002 0.077 -0.050 -0.299
N -1.577390 1.423792 -1.026486 -0.165 -0.126 -0.198 -0.066
N 1.698627 4.846145 1.106222 0.039 -0.021 0.016 0.114
N 2.954727 1.449062 -0.689106 0.419 0.269 -0.400 0.012
N -6.557545 0.668297 -1.745721 0.012 -0.041 0.027 0.190
N 3.493606 0.078258 1.159211 0.009 0.092 -0.065 0.175
N 1.262187 0.640364 0.517013 0.298 0.190 0.040 -0.201
N 1.027510 -5.576440 2.237278 0.011 0.081 -0.054 0.133
C -5.836666 1.160880 -0.713848 0.012 0.029 0.000 -0.485
C 2.622805 0.707293 0.377873 -0.073 -0.089 0.168 -0.502
C 0.896140 -4.222447 2.216875 -0.008 -0.129 0.029 -0.303
C -0.327073 -2.253403 1.549232 0.020 0.055 0.064 -0.074
C 0.787041 1.411759 -3.509916 0.034 -0.101 -0.113 -0.707
C 0.646235 -1.452437 2.149730 0.195 -0.272 -0.276 -0.321
C -3.622337 0.574935 -1.898180 -0.014 -0.019 -0.014 0.021
C 4.247784 1.638744 -0.986165 -0.139 -0.071 0.030 -0.061
C -3.626861 1.963544 0.042893 0.032 0.050 0.036 0.052
C 1.864384 -3.404136 2.818015 0.043 0.037 0.019 -0.011
C -0.209317 -3.622772 1.589663 -0.026 0.013 -0.038 -0.021
C 4.771731 0.273866 0.861041 -0.003 -0.008 0.012 -0.056
C 5.214338 1.064847 -0.200864 0.042 -0.012 0.065 -0.015
C -4.329955 1.223374 -0.892729 -0.073 -0.029 -0.018 -0.083
C 0.803422 -1.238276 -1.548794 -0.105 -0.137 -0.142 0.006
C 1.744423 -2.033888 2.782576 -0.081 0.003 0.076 -0.055
C -2.254094 2.049740 -0.054163 -0.012 0.036 -0.127 -0.122
C 1.114013 4.581830 0.149864 -0.072 -0.085 -0.170 -0.778
C -2.250478 0.698273 -1.931430 0.062 -0.046 0.149 -0.106
H 0.303135 -6.168165 1.876574 -0.019 -0.008 0.020 0.105
H -4.159956 2.463408 0.838866 0.002 -0.015 0.008 0.139
H -0.972698 -4.248151 1.143522 0.000 0.009 0.003 0.117
H 1.769354 -6.011196 2.752860 -0.002 -0.006 0.025 0.105
H 2.481818 -1.401769 3.255637 0.018 0.002 -0.038 0.111
H 5.484402 -0.237301 1.498238 0.009 0.021 0.002 0.129
H -6.167579 0.458985 -2.644687 0.009 0.022 -0.014 0.095
H 4.473802 2.252019 -1.848431 -0.021 0.004 -0.005 0.134
H 2.711867 -3.859991 3.314607 -0.014 0.007 0.016 0.118
H -1.669663 0.194426 -2.692449 0.017 0.005 -0.011 0.106
H -7.557699 0.632046 -1.637224 -0.005 0.022 -0.008 0.126
H -4.102229 -0.036647 -2.649071 -0.004 -0.009 0.017 0.119
H -1.184015 -1.790857 1.076141 -0.005 -0.003 0.009 0.114
H -1.681061 2.624399 0.656522 0.028 0.021 0.015 0.110
H 6.263522 1.217971 -0.399265 0.001 -0.034 0.008 0.117